# 1
ORCA calculation (the ωB97M-V functional and the def2-TZVPD basis) on a molecular structure, C12H18N6.

Last column: natural (NBO) charge in e.
Cartesian coordinates (Å):
H  -1.0118  0.2671  0.2243  0.270
H  1.2794  0.2198  4.3014  0.267
C  -1.1191  0.1519  2.5628  0.347
C  1.9986  0.6915  2.2894  0.319
H  -2.0654  2.0803  2.3868  0.279
C  -1.8961  -1.3903  -1.3219  0.355
H  0.9749  -0.9041  2.9655  0.270
H  -1.2481  -1.9661  0.5908  0.290
C  -1.1002  1.5770  2.3306  -0.737
H  -0.3009  -0.5333  -2.1146  0.258
C  -1.1923  -1.0255  -2.5036  -0.744
N  -2.4650  -1.6338  -0.3618  -0.374
C  0.0261  0.0878  -0.0563  -0.823
N  0.6811  1.2298  -2.3192  -0.497
N  -1.0953  -1.0024  2.6733  -0.448
C  0.5910  3.0240  -4.6334  0.290
H  1.7744  1.3140  -4.6987  0.235
H  -1.0925  -2.0237  2.3438  0.393
C  0.4189  0.7365  -1.3030  0.414
N  0.1073  3.9503  -5.1844  -0.376
H  -0.5430  2.1458  3.0750  0.267
C  -0.5436  -2.1238  1.4075  -0.785
H  0.2605  -1.3880  1.3970  0.219
H  0.3854  1.1335  -3.7052  0.269
C  1.7027  -0.2170  3.3970  -0.743
C  -0.0863  -3.4963  1.4604  0.278
H  0.6863  0.5398  0.6839  0.307
N  0.2629  -4.5963  1.4258  -0.380
H  1.7883  2.1858  -3.1334  0.253
H  -0.6990  1.8123  1.3448  0.237
N  2.2089  1.3787  1.3475  -0.359
H  2.5958  -0.7977  3.6282  0.274
H  0.1816  -0.9768  -0.2310  0.276
C  1.1697  1.8450  -3.9636  -0.643
H  -1.7488  -0.4085  -3.2090  0.271
H  -0.8865  -1.8874  -3.0966  0.270

For the calculated total energy, the calculation gives -795.9918 Eh. As for the HOMO-LUMO gap: 8.0 eV.

=====

# 2
ORCA calculation (the ωB97M-V functional and the def2-TZVPD basis) on C10H6N10O2 in the gas phase.

Last column: natural (NBO) charge in e.
Cartesian coordinates (Å):
C  -0.4721  1.8936  -0.1905  0.266
C  0.0444  -1.8015  1.8130  0.048
O  -2.9684  -2.9052  2.7752  -0.599
C  0.2796  -3.0956  2.1716  0.355
N  0.8420  -0.0380  0.3460  -0.181
C  1.0223  -1.2583  1.0473  0.285
N  -1.3342  3.8868  -1.7815  -0.439
H  -0.1952  3.2989  -4.4101  0.451
H  1.7344  0.7844  -1.9259  0.443
N  1.2650  1.5869  -2.1732  -0.569
C  0.2029  2.1581  -1.4116  0.081
O  1.7380  1.6789  -4.5223  -0.604
H  3.3175  -3.5739  1.5831  0.193
N  -1.4102  2.7190  0.3199  -0.396
N  -0.7725  -3.6982  2.5806  -0.575
N  2.1891  -1.8936  0.8822  -0.433
C  -1.7513  -2.7415  2.6565  0.750
C  -0.3315  3.1406  -2.2329  0.365
N  0.2850  3.1005  -3.4872  -0.594
C  2.3773  -3.0559  1.5504  0.250
H  -1.0281  -4.6007  2.1524  0.443
H  -1.7142  -0.9210  1.6071  0.450
H  -2.6781  4.1691  -0.2356  0.192
C  1.1573  2.0568  -3.4841  0.759
N  -1.2444  -1.6344  2.1587  -0.559
N  -0.1629  0.8153  0.6198  -0.186
N  1.4096  -3.7351  2.0967  -0.437
C  -1.8010  3.6639  -0.5057  0.239

The structure (SMILES) is O=c1[nH]c2ncnc(/N=N/c3ncnc4[nH]c(=O)[nH]c34)c2[nH]1. For the calculated total energy, the calculation gives -1082.6952 Eh. As for the HOMO-LUMO gap: 6.9 eV.

=====

# 3
ORCA calculation (the ωB97M-V functional and the def2-TZVPD basis) on a molecular structure, C27H51BHgN8O2S3Si.

Last column: Löwdin spin population.
Cartesian coordinates (Å):
N  2.6499  -2.1253  1.3788  0.005
C  2.5417  1.9505  -0.2682  0.006
H  0.6291  4.3904  -6.5661  0.000
C  3.8876  -0.4729  2.1563  0.002
Si  -2.7691  3.7619  0.2371  0.036
C  1.6886  4.0856  -6.5716  0.000
S  0.2946  0.0925  2.3163  0.048
H  -1.0902  0.5460  5.0591  0.000
C  -4.2953  4.7677  0.8137  0.017
H  1.0379  3.0530  -2.3418  0.001
H  -3.8531  -0.5526  5.4303  0.000
H  -1.2829  3.2788  2.2372  0.000
C  -1.3053  -3.0554  4.0259  0.003
C  -0.4381  -4.6176  -3.7900  0.000
C  2.1457  3.9512  -4.2272  0.000
N  1.2359  2.9645  -4.2513  0.001
H  -0.7751  -1.8763  -3.0404  0.006
H  1.7245  2.9990  -6.6081  0.000
N  0.9129  -3.7630  0.4268  0.006
H  -2.2672  -2.6675  -3.7135  0.000
N  0.4373  -2.6532  2.7052  0.006
C  -2.2640  -4.9879  -2.2162  0.001
H  1.9490  1.3245  -0.9472  0.009
C  -2.1567  4.7993  -1.2580  0.000
N  3.3846  -0.1310  0.9175  0.005
C  -0.2519  -3.4953  -0.2473  0.005
H  -1.5560  1.2134  3.5182  0.000
S  1.9449  -1.2370  -1.1638  0.055
H  0.4225  -4.0476  -4.1676  0.000
O  2.3412  4.5576  -5.4214  0.000
H  -2.4147  -1.4947  6.0199  0.000
B  1.5575  -3.1475  1.7221  0.002
H  5.6464  0.3554  -0.1665  0.000
H  -4.1551  -0.1250  3.0081  0.000
N  -0.1216  -4.0913  -1.4485  0.006
H  -2.1094  -2.1762  -2.0455  0.006
H  -2.7836  -5.3216  -3.1202  0.000
N  -1.2584  -1.6970  3.7179  0.005
H  3.7661  2.0617  2.2126  0.000
H  1.3997  -5.3896  -2.3688  0.000
C  4.3678  2.1109  1.3206  0.000
H  -3.5676  1.8376  -1.1570  0.004
H  -4.5429  4.5215  1.8226  0.000
H  -1.8908  5.7653  -0.9798  0.000
H  -0.1503  -5.6539  -3.6562  0.000
N  0.8936  2.3625  -3.0218  0.008
C  -1.1015  -4.0417  -2.5763  0.001
H  -2.7312  1.0556  4.9398  0.000
H  2.2227  4.5023  -7.4565  0.000
C  1.7300  -4.5292  -0.3761  0.001
C  -3.1050  -1.2922  5.1997  0.000
C  -2.3898  -0.8058  4.0125  0.000
C  -1.5773  -2.6374  -2.8710  0.008
H  -2.9488  -4.6003  -1.4534  0.001
C  -1.3677  4.0241  1.4442  -0.002
H  5.4191  1.9363  1.5879  0.000
H  -3.6147  -1.7479  2.5891  0.000
H  -1.8185  -5.8538  -1.7172  0.000
H  -2.7738  -0.3044  1.9059  -0.001
C  -0.2819  -3.6127  3.4056  0.001
H  -4.0567  5.8466  0.7752  0.002
H  4.2845  3.1400  0.9638  0.000
C  3.3708  -1.6825  2.4343  0.001
C  1.1057  -4.7651  -1.5274  0.003
H  -3.7112  -2.2122  4.9435  0.000
H  -2.8999  4.8728  -2.0399  0.000
H  3.4696  -2.3037  3.3215  0.000
Hg  -1.2651  0.4853  -0.3472  0.374
H  -2.0096  -3.4312  4.6925  0.000
H  -0.0191  -4.6505  3.2772  0.000
H  2.6348  -4.9187  -0.0051  0.000
S  -1.6747  -2.6098  0.2880  0.062
C  -0.1743  -1.4646  2.9111  0.004
O  2.8353  4.3107  -3.3024  0.000
C  3.7157  1.1728  0.2827  0.001
H  1.5227  1.5800  -2.8659  0.001
H  4.4786  0.1656  -1.4995  0.000
H  1.8815  2.2837  0.5140  0.001
H  4.6087  0.1653  2.6843  0.000
C  4.8465  0.8299  -0.7058  0.001
H  -1.2834  4.3201  -1.7302  0.000
H  -1.1753  -4.6119  -4.6149  0.000
C  -3.0582  1.9181  -0.1811  0.284
H  -1.4877  4.9721  1.9437  0.000
H  2.0975  -4.0100  2.3698  0.000
H  -3.6436  1.4257  0.5772  0.008
H  -5.2319  4.6157  0.1942  0.001
C  2.6405  -1.1437  0.4283  0.004
C  -1.9138  0.6257  4.3712  0.001
H  5.1756  1.7957  -1.1069  0.000
H  0.5190  3.0532  -4.8932  0.000
H  -0.3933  4.0499  0.9299  0.000
H  2.8612  2.8295  -0.8136  0.000
C  -3.2715  -0.7186  2.8144  0.000

Its expectation value of S² is 0.7592. For the calculated total energy, the calculation gives -3310.4231 Eh. As for the HOMO-LUMO gap (alpha / beta): 4.7 / 6.7 eV. The net charge is -1. As for the multiplicity: 2.

=====

Ordered ΔE to the lowest compared entry with this formula, charge and spin results: 14.817, 0.951, 0.738; unit eV.
Ordered maximum force results: 15.01, 6.33, 2.82; unit eV/A.